*one*
ORCA calculation (ωB97M-V/def2-TZVPD) on the molecule C5H9FO.

Gap between HOMO and LUMO (eV): 10.6818
SMILES string: OCC/C=C\CF
2S+1: 1

Each line ends with the natural charge from an NBO analysis.
Element x y z (Å)
O  -1.118  -0.727  -1.520  -0.727
C  0.139  -0.071  -1.596  -0.082
C  1.192  -0.798  -0.713  -0.465
C  1.014  -0.971  0.806  -0.128
C  0.140  -0.368  1.577  -0.259
C  -0.855  0.672  1.074  -0.016
F  -0.244  1.943  0.799  -0.396
H  -1.627  -0.480  -2.278  0.473
H  0.077  0.965  -1.220  0.186
H  0.496  -0.038  -2.639  0.176
H  1.435  -1.823  -1.120  0.219
H  2.168  -0.247  -0.745  0.230
H  1.732  -1.611  1.349  0.208
H  0.082  -0.490  2.681  0.208
H  -1.562  0.829  1.877  0.164
H  -1.452  0.446  0.172  0.207

*two*
ORCA calculation (ωB97M-V/def2-TZVPD) on a structure of composition C5H9FO.

Gap between HOMO and LUMO (eV): 9.6437
2S+1: 1

Each line ends with the natural charge from an NBO analysis.
Element x y z (Å)
C  -1.275  1.574  0.514  -0.611
C  -0.252  0.502  0.208  -0.118
C  -0.723  -0.912  0.541  -0.099
C  0.972  0.548  -0.338  -0.223
C  2.003  -0.599  -0.653  -0.008
H  -2.789  1.195  1.007  0.254
H  -0.617  2.400  1.752  0.216
H  -1.390  2.353  -0.593  0.251
H  -0.059  -1.559  1.049  0.188
H  -1.731  -0.694  1.127  0.186
H  -0.628  -1.904  -1.159  0.474
H  1.361  1.377  -0.822  0.198
H  2.662  -0.211  -1.508  0.206
H  2.430  -0.527  0.425  0.212
O  -1.279  -1.650  -0.576  -0.726
F  1.315  -1.891  -0.975  -0.399

Q: Which of them is the least stable? A: *two*.

*one*
ORCA calculation (ωB97M-V/def2-TZVPD) on a cluster of 2 separate species, C2H5O2S in total.

Gap between HOMO and LUMO (eV): 6.8533
2S+1: 1
Total charge: -1

Each line ends with the natural charge from an NBO analysis.
Element x y z (Å)
C  0.796  -0.176  -1.504  -0.734
S  -0.205  -0.673  -2.925  -0.065
H  1.616  0.426  -1.852  0.204
H  0.309  0.342  -0.690  0.269
H  1.247  -1.065  -1.087  0.217
O  -0.156  0.464  3.843  -0.794
C  -0.932  0.177  2.910  0.626
O  -0.918  0.546  1.724  -0.802
H  -1.810  -0.460  3.242  -0.027
H  0.054  0.420  -3.661  0.106

*two*
ORCA calculation (ωB97M-V/def2-TZVPD) on a cluster of 2 separate species, C2H5O2S in total.

Gap between HOMO and LUMO (eV): 7.7283
2S+1: 1
Total charge: -1

Each line ends with the natural charge from an NBO analysis.
Element x y z (Å)
C  0.736  -0.459  1.260  -0.727
S  -0.117  -1.990  0.722  -0.138
H  0.763  0.288  0.473  0.288
H  1.738  -0.588  1.666  0.197
H  0.131  -0.060  2.075  0.198
O  0.695  1.032  -1.851  -0.779
C  -0.514  1.038  -1.558  0.616
O  -1.040  1.251  -0.437  -0.809
H  -1.273  0.899  -2.366  -0.004
H  -1.120  -1.410  0.016  0.158

Q: Which of them is the least stable? A: *one*.

*one*
ORCA calculation (ωB97M-V/def2-TZVPD) on a structure of composition C7H7N3O2S.

Gap between HOMO and LUMO (eV): 5.1553
2S+1: 1

Each line ends with the natural charge from an NBO analysis.
Element x y z (Å)
C  4.895  -1.380  0.171  0.225
C  2.890  -0.529  0.317  0.334
C  -0.484  0.668  0.064  0.133
C  -1.137  -0.580  0.056  -0.356
C  -0.509  -1.762  0.056  0.906
C  0.951  0.823  -0.053  0.167
C  -2.605  -0.672  -0.127  -0.601
N  3.656  -1.592  0.512  -0.564
N  5.299  -0.212  -0.293  -0.677
N  1.625  -0.373  0.494  -0.662
O  -0.343  -2.890  -0.018  -0.333
O  1.288  2.036  0.443  -0.701
S  4.050  0.852  -0.345  0.288
H  5.610  -2.065  0.116  0.177
H  -0.855  1.688  -0.177  0.250
H  1.006  0.701  -1.254  0.194
H  -2.950  -1.797  -0.009  0.238
H  -2.934  -0.146  -0.966  0.238
H  -2.992  -0.267  0.887  0.243
H  2.209  2.066  0.606  0.499

*two*
ORCA calculation (ωB97M-V/def2-TZVPD) on the molecule C7H7N3O2S.

Gap between HOMO and LUMO (eV): 8.5483
2S+1: 1

Each line ends with the natural charge from an NBO analysis.
Element x y z (Å)
C  -2.861  1.120  0.294  -0.309
C  -1.691  0.833  -0.328  -0.228
C  -1.678  -0.620  -0.612  0.120
C  -2.765  -1.327  -0.188  -0.446
C  0.560  -1.124  -1.140  0.313
C  -0.641  1.788  -0.655  0.793
C  0.689  -0.038  1.068  0.207
N  -0.683  -1.221  -1.373  -0.485
N  1.209  -0.699  -0.020  -0.654
N  1.626  0.509  1.799  -0.768
O  -0.202  2.691  0.004  -0.554
O  -0.275  1.558  -1.922  -0.712
S  -3.843  -0.288  0.631  0.412
H  -3.377  1.949  0.664  0.233
H  1.140  -1.552  -1.872  0.179
H  -2.830  -2.354  -0.056  0.237
H  -0.517  0.793  -2.454  0.519
H  2.167  -0.884  -0.084  0.356
H  1.241  1.012  2.603  0.428
H  2.530  0.399  1.501  0.359

Q: Which of them is the least stable? A: *one*.

*one*
ORCA calculation (ωB97M-V/def2-TZVPD) on the molecule CH3N5.

Gap between HOMO and LUMO (eV): 10.6321
SMILES string: Nc1nnn[nH]1
2S+1: 1

Each line ends with the natural charge from an NBO analysis.
Element x y z (Å)
N  0.435  -1.194  0.951  -0.791
C  -0.042  -0.167  0.194  0.497
N  -1.206  0.401  0.407  -0.359
N  -1.320  1.383  -0.520  -0.023
N  -0.377  1.364  -1.347  -0.085
N  0.579  0.381  -0.920  -0.500
H  1.098  -1.831  0.538  0.404
H  -0.264  -1.630  1.541  0.410
H  1.098  1.293  -0.844  0.447

*two*
ORCA calculation (ωB97M-V/def2-TZVPD) on the molecule CH3N5.

Gap between HOMO and LUMO (eV): 8.9919
SMILES string: [H]/N=c1\nn[nH][nH]1
2S+1: 1

Each line ends with the natural charge from an NBO analysis.
Element x y z (Å)
H  2.744  0.573  -0.065  0.374
N  2.034  -0.192  -0.205  -0.681
C  0.753  0.064  0.078  0.463
N  -0.017  1.263  0.240  -0.201
N  -1.243  0.848  -0.194  0.050
N  -1.400  -0.591  -0.266  -0.319
N  -0.151  -1.085  0.358  -0.482
H  -1.960  -0.882  0.546  0.395
H  0.147  -1.787  -0.481  0.401

Q: Which of them is the least stable? A: *two*.

*one*
ORCA calculation (ωB97M-V/def2-TZVPD) on a cluster of 4 separate species, C4H17NO3 in total.

Gap between HOMO and LUMO (eV): 9.4218
SMILES string: CNC(C)C.O.O.O
2S+1: 1

Each line ends with the natural charge from an NBO analysis.
Element x y z (Å)
C  0.154  1.706  0.466  -0.445
N  -0.315  0.238  0.640  -0.664
C  -1.048  -0.310  -0.573  -0.021
C  -0.067  -0.641  -1.800  -0.638
C  -2.294  0.524  -1.087  -0.636
H  1.079  1.868  -0.151  0.151
H  0.245  2.067  1.521  0.243
H  -0.851  2.147  0.046  0.194
H  0.542  -0.336  0.742  0.379
H  -1.267  -1.355  -0.424  0.155
H  1.021  -0.595  -1.618  0.210
H  -0.288  0.169  -2.506  0.202
H  -0.237  -1.634  -2.075  0.194
H  -2.336  0.581  -2.176  0.220
H  -2.118  1.630  -0.857  0.209
H  -3.217  0.109  -0.514  0.228
O  2.736  0.077  0.540  -0.964
H  3.196  0.478  1.462  0.498
H  2.427  0.771  -0.019  0.472
O  0.986  0.861  3.118  -0.934
H  0.090  0.782  3.424  0.473
H  1.059  0.114  2.587  0.469
O  0.324  -3.095  0.120  -0.934
H  0.801  -3.334  -0.692  0.472
H  -0.620  -2.820  -0.174  0.464

*two*
ORCA calculation (ωB97M-V/def2-TZVPD) on a cluster of 4 separate species, C4H17NO3 in total.

Gap between HOMO and LUMO (eV): 9.1603
SMILES string: CC(C)CN.O.O.O
2S+1: 1

Each line ends with the natural charge from an NBO analysis.
Element x y z (Å)
C  -0.633  -1.723  -0.284  -0.626
C  -0.429  -0.711  -1.486  -0.205
C  -1.483  -1.002  -2.621  -0.615
C  -0.510  0.851  -1.274  -0.215
N  0.099  1.514  -0.065  -0.887
H  -1.614  -1.610  0.260  0.206
H  0.265  -1.573  0.334  0.228
H  -0.741  -2.677  -0.829  0.209
H  0.649  -0.917  -1.746  0.186
H  -1.847  -0.121  -3.164  0.211
H  -0.910  -1.624  -3.332  0.211
H  -2.297  -1.493  -2.187  0.206
H  -1.574  1.193  -1.145  0.171
H  -0.069  1.293  -2.200  0.182
H  -0.027  0.960  0.749  0.376
H  -0.315  2.407  0.078  0.356
O  1.738  0.328  2.964  -0.933
H  1.750  0.284  3.891  0.471
H  2.580  0.725  2.763  0.491
O  -0.815  0.538  2.661  -0.958
H  0.128  0.584  2.569  0.482
H  -0.934  -0.247  3.089  0.456
O  2.467  0.648  0.516  -0.953
H  2.205  1.548  0.866  0.470
H  2.317  0.825  -0.408  0.478

Q: Which of them is the least stable? A: *one*.

*one*
ORCA calculation (ωB97M-V/def2-TZVPD) on a cluster of 2 separate species, ClFN2O3 in total.

Gap between HOMO and LUMO (spin up / spin down) (eV): 8.9821 / 8.5298
2S+1: 1

Each line ends with the natural charge from an NBO analysis.
Element x y z (Å)
N  -1.292  0.274  -0.932  0.805
N  0.937  0.766  0.882  0.294
O  -0.898  -0.195  -1.906  -0.228
O  -1.944  1.142  -0.538  -0.243
O  1.581  0.123  1.535  -0.039
F  -1.060  -0.729  0.131  -0.330
Cl  2.677  -1.381  0.828  -0.259

*two*
ORCA calculation (ωB97M-V/def2-TZVPD) on the molecule ClFN2O3.

Gap between HOMO and LUMO (eV): 9.6770
SMILES string: O=[N+]([O-])N(F)OCl
2S+1: 1

Each line ends with the natural charge from an NBO analysis.
Element x y z (Å)
O  -0.417  1.084  -1.134  -0.308
N  -0.481  -0.018  -0.672  0.607
O  -1.220  -0.919  -0.921  -0.311
N  0.581  -0.350  0.232  0.292
F  0.373  -1.413  1.067  -0.164
O  1.253  0.678  0.838  -0.256
Cl  0.130  1.672  1.915  0.141

Q: Which of them is the least stable? A: *two*.